Record 1
The following is a quantum chemistry calculation of C10H14BN7O3Ti as an isolated structure in a non-equilibrium geometry, from the Open Molecules 2025 dataset.

Geometry as ORCA input:
```
! wB97M-V def2-TZVPD RIJCOSX def2/J DEFGRID3
* xyz 0 3
H 0.9666 3.6943 0.5875
N 0.6282 2.0631 -0.7088
B 0.2621 0.5517 -2.7129
N 0.5787 1.9121 -2.0606
C 0.8819 3.0745 -2.6497
Ti 0.9034 0.6482 0.7792
H 0.9352 3.1292 -3.7280
C 1.0988 4.0262 -1.6649
H 1.3622 5.0548 -1.8089
C 0.9237 3.3845 -0.4394
H 0.3668 0.5732 -3.9094
C -0.8979 -2.1406 4.5913
H -0.3932 -2.4095 5.5461
H -0.2230 -2.4250 3.7844
H -1.8616 -2.6650 4.6107
N -1.2368 0.1657 -2.4268
N 1.1660 -0.5305 -2.0825
N -1.6346 0.0207 -1.1282
N 1.3466 -0.6749 -0.7428
C -2.2789 -0.0876 -3.2471
C 1.9270 -1.4244 -2.7369
H -2.1721 -0.0187 -4.3049
H 1.9456 -1.4085 -3.8102
C -3.3704 -0.4205 -2.4305
C 2.5771 -2.2145 -1.7896
C -2.9105 -0.3245 -1.1106
C 2.1938 -1.7426 -0.5452
H -4.3467 -0.6957 -2.7363
H 3.2499 -3.0230 -1.9979
H -3.4518 -0.4923 -0.1844
H 2.4170 -2.0332 0.4787
H -1.0776 -0.6317 5.2728
O -0.4833 -0.0874 6.8449
N 0.3187 -1.0462 6.8308
O 1.4661 -0.9838 7.2969
O -1.1772 -0.8181 4.3331
*
```

The total energy is -1872.6053 hartree. The energy above the lowest of the compared OMol25 structures with the same formula, charge and spin comes out at 399.8 kJ/mol. Its LUMO energy (alpha / beta) is -2.44 / -2.43 eV.

---

Record 2
The following is a quantum chemistry calculation of C4H7AuClO3 as an isolated structure in a non-equilibrium geometry, from the Open Molecules 2025 dataset.

Geometry as ORCA input:
```
! wB97M-V def2-TZVPD RIJCOSX def2/J DEFGRID3
* xyz -1 1
Au 3.6486 0.0931 0.5400
C -0.7138 -0.3976 -1.3626
C -0.5810 -0.2505 0.1598
C -1.8571 0.4363 0.4382
O -0.5916 -1.4491 0.9785
C 0.7370 0.4672 0.3883
O 0.7856 1.6466 0.5737
O 1.6677 -0.4461 0.3296
H -1.5658 -1.0367 -1.3627
H 0.1941 -0.7895 -1.8394
H -1.0368 0.5344 -1.6576
H -2.7488 -0.1910 0.3439
H -1.9887 1.3112 -0.1683
H -1.8822 0.8489 1.4845
H 0.3325 -1.8153 0.8752
Cl 5.6003 1.0381 0.2791
*
```

The total energy is -978.3320 hartree. Its LUMO energy is 3.55 eV.

---

Record 3
The following is a quantum chemistry calculation of C22H25AsF6N6O7PtSe as an isolated structure in a non-equilibrium geometry, from the Open Molecules 2025 dataset.

Geometry as ORCA input:
```
! wB97M-V def2-TZVPD RIJCOSX def2/J DEFGRID3
* xyz -1 2
Pt 0.1370 0.1243 0.5419
O 0.1906 -3.6740 -0.0508
C 0.0080 -2.8135 0.7916
O 0.7936 -1.7775 0.9717
C -1.1237 -2.9154 1.7672
C -1.3151 -4.0450 2.5173
C -2.3492 -4.0738 3.4533
C -3.1518 -2.9741 3.6711
C -2.9403 -1.8365 2.9186
C -1.9914 -1.7824 1.8664
O -1.9486 -0.8472 0.9920
N -3.7648 -0.6709 3.2519
O -4.8881 -0.8774 3.6809
O -3.2665 0.4299 3.1379
N -2.5722 -5.2790 4.2433
O -3.4078 -5.2392 5.1288
O -1.9115 -6.2656 3.9717
H -0.6777 -4.9084 2.3887
H -3.9279 -2.9938 4.4208
F 2.2571 1.9094 -0.0932
As 2.8135 3.5895 -0.3052
F 4.4329 2.9995 -0.4519
F 2.5927 3.3952 -2.0197
F 3.3332 5.2202 -0.5202
F 1.1568 4.1034 -0.1678
F 3.0098 3.7173 1.4086
C 1.5143 -1.3135 -1.8464
N 0.4301 -0.3102 -1.5434
C -0.8787 -0.8822 -2.0044
N -0.8389 -1.1964 -3.4192
C 0.2483 -2.1558 -3.6548
N 1.5516 -1.6099 -3.2680
C 1.7856 -0.3771 -4.0178
N 0.7372 0.6117 -3.7752
C 0.7196 0.9201 -2.3568
C -0.5445 0.0298 -4.1615
H 1.3140 -2.2197 -1.2876
H 2.4584 -0.8756 -1.5216
H -1.6594 -0.1495 -1.7990
H -1.0723 -1.7849 -1.4288
H 0.2694 -2.4026 -4.7177
H 0.0564 -3.0596 -3.0756
H 1.8144 -0.6090 -5.0844
H 2.7462 0.0469 -3.7210
H -0.0527 1.6589 -2.1392
H 1.6772 1.3177 -2.0480
H -0.5222 -0.2003 -5.2284
H -1.3371 0.7572 -3.9741
C 1.8149 5.6156 5.3730
C 1.1456 4.7062 4.3797
C 0.0395 5.1313 3.6529
C -0.5859 4.3081 2.7316
C -1.7896 4.8282 1.9898
C -0.0722 3.0158 2.5260
Se -1.0493 1.9281 1.3210
C 1.0281 2.5533 3.2592
C 1.5976 1.1729 3.1188
C 1.6070 3.4158 4.1820
H 1.5776 6.6600 5.1735
H 2.8980 5.4976 5.3412
H 1.4880 5.3872 6.3901
H -0.3441 6.1343 3.8035
H -2.0311 5.8329 2.3336
H -2.6634 4.1944 2.1502
H -1.6060 4.8710 0.9148
H 2.0855 1.0443 2.1511
H 0.8235 0.4076 3.2361
H 2.3593 1.0021 3.8788
H 2.4712 3.0713 4.7387
*
```

The total energy is -7064.2996 hartree. The energy above the lowest of the compared OMol25 structures with the same formula, charge and spin comes out at 109.9 kJ/mol. Its LUMO energy (alpha / beta) is 0.42 / -0.06 eV.

---

Record 4
The following is a quantum chemistry calculation of C31H34InN7O3S as an isolated structure in a non-equilibrium geometry, from the Open Molecules 2025 dataset.

Geometry as ORCA input:
```
! wB97M-V def2-TZVPD RIJCOSX def2/J DEFGRID3
* xyz 2 1
In 8.4383 10.2840 20.0814
C 5.3809 9.0376 20.9816
O 6.7889 8.8214 20.8146
C 7.1437 7.4119 20.9189
C 8.6360 7.3671 21.1225
O 9.3556 8.1433 20.1743
C 10.7451 8.1902 20.5843
C 11.5425 9.0537 19.6518
O 10.9273 10.3322 19.4963
C 11.6866 11.1864 18.6221
H 4.9087 8.8431 20.0012
H 5.2428 10.0626 21.2938
H 4.9659 8.3849 21.7169
H 6.8338 6.8433 20.0671
H 6.6795 7.0010 21.8086
H 9.0111 6.3399 21.1172
H 8.8368 7.8061 22.1059
H 11.1363 7.1831 20.5365
H 10.8025 8.5514 21.6113
H 11.7083 8.6657 18.6313
H 12.5149 9.1599 20.1753
H 11.9496 10.6331 17.7283
H 12.5680 11.5302 19.1825
H 11.1038 12.0261 18.2900
N 10.8960 12.3331 23.1531
C 10.0111 11.9891 22.1770
S 9.1861 10.4007 22.3923
N 9.7782 12.8902 21.2944
N 8.7924 12.4986 20.3858
C 7.7914 13.2993 20.1643
C 7.6926 14.6992 20.6229
C 8.7874 15.5212 20.3751
C 8.7503 16.8891 20.7365
C 7.5838 17.4010 21.3153
C 6.4832 16.5678 21.5721
C 6.5685 15.2242 21.2452
C 6.7246 12.7729 19.2421
C 5.9780 13.6474 18.4952
C 5.2115 13.1820 17.4530
C 5.1463 11.8134 17.2335
C 5.8162 10.9674 18.0890
N 6.6220 11.4366 19.0813
H 11.3545 11.6272 23.6953
H 11.3464 13.2293 23.1109
H 9.6563 15.1323 19.8406
H 9.5738 17.5122 20.5135
H 7.4339 18.4530 21.5730
H 5.5907 16.9872 22.0497
H 5.7517 14.5572 21.4800
H 6.0134 14.6656 18.7648
H 4.6656 13.8754 16.8028
H 4.6470 11.3909 16.3985
H 5.8194 9.9078 17.9778
N 8.0157 9.3276 12.5765
C 7.7482 10.0102 11.3931
C 7.2579 9.6299 10.1500
C 7.0227 10.6053 9.2422
C 7.1682 11.9777 9.5791
C 7.6776 12.3720 10.7988
C 7.9536 11.3543 11.7259
N 8.2848 11.4754 13.0634
C 8.2987 10.2614 13.5358
C 8.5080 10.0208 14.9651
C 8.2642 8.8334 15.6321
C 8.3376 8.7906 17.0326
N 8.6385 9.8515 17.8192
C 8.8549 10.9828 17.1484
C 8.8362 11.1143 15.7668
H 7.8802 8.3445 12.7151
H 7.0735 8.5865 9.8793
H 6.6586 10.3893 8.2428
H 6.9324 12.7426 8.8247
H 7.7548 13.3967 11.0832
H 8.0292 7.9197 15.1076
H 8.1536 7.8365 17.5442
H 8.9600 11.8136 17.7872
H 9.0320 12.0223 15.2395
*
```

The total energy is -2398.5574 hartree. The energy above the lowest of the compared OMol25 structures with the same formula, charge and spin comes out at 0.0 kJ/mol. Its LUMO energy is -5.96 eV.

---

Record 5
The following is a quantum chemistry calculation of a single C4H6N2O molecule in a non-equilibrium geometry, from the Open Molecules 2025 dataset.

Geometry as ORCA input:
```
! wB97M-V def2-TZVPD RIJCOSX def2/J DEFGRID3
* xyz 0 1
N -1.8947 -0.1160 0.4638
C -0.8657 -0.0062 -0.4593
C -0.2353 1.1329 -0.8225
C 1.1815 1.0045 -0.3560
C 1.2427 -0.3876 -0.0897
O 2.3189 -1.0543 0.3091
N 0.0915 -1.0494 -0.3188
H -2.5242 -0.8816 0.3545
H -2.3355 0.7432 0.7496
H -0.7089 2.0880 -1.0320
H 0.8318 0.8764 0.8718
H 3.0446 -0.4126 0.2278
H -0.1468 -1.9374 0.1016
*
```

The total energy is -340.6215 hartree. The energy above the lowest of the compared OMol25 structures with the same formula, charge and spin comes out at 455.4 kJ/mol. Its LUMO energy is 0.69 eV. As for the SMILES: Nc1ccc(O)[nH]1.